[1]
Molecular formula: C3H9NO
Method: DFT, ωB97M-V with the def2-TZVPD basis set

Geometry as ORCA input:
```
! RIJCOSX wB97M-V def2-TZVPD def2/J DEFGRID3
* xyz 0 1
H 0.9316 0.8947 1.5584
H 0.9571 -0.0340 -0.6451
H 0.1387 -1.4551 -0.1362
O -0.2714 -0.4427 2.4956
H -1.1189 -0.3083 0.1785
H 1.5105 -0.7929 1.6030
C -0.0411 -0.4041 0.0702
H -0.7552 -0.3456 -2.4285
C -0.6270 0.6623 -1.9836
H -0.4516 1.2864 -2.8639
N 0.4817 0.8365 -1.0590
C 0.6510 -0.1423 1.4083
H 0.2106 -0.5422 3.3140
H -1.6161 0.7872 -1.5118
*
```

Values from the calculation:
HOMO energy (Ha): -0.3323
Max |F| (eV/Å): 4.09

---

[2]
Molecular formula: C4H10N2O2
Method: DFT, ωB97M-V with the def2-TZVPD basis set

Geometry as ORCA input:
```
! RIJCOSX wB97M-V def2-TZVPD def2/J DEFGRID3
* xyz 0 1
H 3.9804 1.0681 -0.4746
N 1.5568 1.0860 0.1700
O 1.6072 -1.0989 -0.0801
H -4.2428 -0.9736 -0.1565
C -3.8004 -0.0444 -0.0293
H -3.9455 0.7812 -0.8044
H -0.3561 -1.0157 0.2694
H 0.5351 0.9847 0.1238
C 2.2394 -0.0175 -0.0030
H 4.2516 -0.3084 0.8880
N -1.4653 -1.1384 -0.0459
H -3.9481 0.4193 0.9296
H -1.8485 -2.0512 0.3928
C 3.7125 -0.0266 -0.0738
H 1.9595 1.9880 -0.1632
C -2.3250 -0.0045 -0.0399
O -1.8489 1.1701 -0.0951
H 3.9381 -0.8183 -0.8077
*
```

Values from the calculation:
HOMO energy (Ha): -0.3533
SMILES string: CC(N)=O.CC(N)=O
Max |F| (eV/Å): 4.19

---

[3]
Molecular formula: C6H19NO3
Method: DFT, ωB97M-V with the def2-TZVPD basis set

Geometry as ORCA input:
```
! RIJCOSX wB97M-V def2-TZVPD def2/J DEFGRID3
* xyz 0 1
N -0.7388 1.7654 0.3048
H 2.7459 2.1547 -2.6462
H -2.4133 -0.8833 3.4038
H -2.7626 0.8257 -1.0627
H -1.1007 0.2173 3.5194
H 0.1921 2.0318 0.6141
C 0.5241 1.4673 -1.8347
H -1.9594 0.6428 -2.6653
H 1.5954 -4.2327 1.0231
H 1.4284 -2.5388 0.6621
O 1.7506 1.0036 -1.2625
O -0.2316 -3.5356 1.4513
H -0.5453 -0.0413 -0.6640
C 2.8104 1.1558 -2.2011
H 0.6072 2.5595 -1.8488
H -1.2339 2.6315 0.1128
H -2.2165 2.2396 -1.8129
H 1.5906 -3.0376 2.3777
H 0.3848 1.0342 -2.8318
H 2.6762 0.4488 -3.0268
C -1.3592 -0.7758 3.1265
C -0.6374 1.0022 -0.9668
C -1.9635 1.1788 -1.7220
H -0.6836 -2.6808 1.5199
H -0.7343 -1.5187 3.6116
H 3.7530 0.9840 -1.6956
H -1.5193 0.0138 1.3888
O -1.1298 -0.8110 1.7201
C 1.1705 -3.3012 1.4052
*
```

Values from the calculation:
HOMO energy (Ha): -0.3545
SMILES string: COC[C@H](C)N.CO.CO
Max |F| (eV/Å): 1.25

---

[4]
Molecular formula: C54H62BrNO8P4STl
Method: DFT, ωB97M-V with the def2-TZVPD basis set

Geometry as ORCA input:
```
! RIJCOSX wB97M-V def2-TZVPD def2/J DEFGRID3
* xyz 3 1
C -4.9427 -4.1504 0.0712
H -3.3874 -5.5164 1.9723
C 4.9928 1.3710 0.5564
C 5.1567 1.4827 2.9531
H 1.1629 5.7862 2.7404
C 0.6153 4.8551 2.8233
C -3.5601 -3.8678 0.6152
C 4.5165 0.1387 -2.4635
C -4.1449 0.0840 -3.8660
H 0.3457 -3.3206 4.5748
C 0.9605 -0.1235 3.6366
H -4.9006 -4.9837 -0.6327
P 1.4440 -2.1315 -0.8475
H -2.4069 3.6633 3.8028
H -3.4392 -3.1222 -2.7894
C -6.7114 1.0358 -1.2582
C -0.6964 -4.8834 -3.7744
H 3.1129 -1.5636 1.3414
H -1.1626 -5.6046 -4.4346
O 2.8199 2.3793 -1.5357
H -5.5911 2.7839 -1.7742
C 2.8624 -2.6190 1.4168
C -0.4963 -3.8906 -1.5962
C -1.1050 -4.7930 -2.4484
H -5.1996 -0.8923 0.8978
H -2.7823 -5.8575 0.3440
C 0.5397 -2.2583 4.6640
P -3.7257 0.0244 -0.7696
C 4.8787 -2.1884 -2.9476
C -1.9616 4.0179 -2.3285
H 1.6976 -2.4881 -3.7905
N -0.5746 2.1163 -0.8258
H -4.0095 -0.1462 -4.9225
H 6.0892 -0.5896 -3.7220
H -5.0781 0.6910 5.2827
C 0.5116 2.4720 2.5552
O -3.0129 -1.0479 3.2637
C 0.2962 -4.0432 -4.2578
C 3.4195 -0.2008 -1.6866
H 0.6321 -1.9523 2.5472
H -1.1104 3.2236 0.8312
H 3.5412 -5.3337 3.3147
H -3.6829 1.2158 4.3332
C 3.7960 1.2506 3.0654
C 0.8227 -0.2966 6.0345
H -2.2836 -1.7910 -3.0208
C -1.1861 3.1632 -0.2436
H 0.8530 0.1698 7.0112
C -5.6118 2.0421 -0.9812
O -4.5027 -1.0041 -1.6449
H -7.6710 1.5443 -1.1605
H -4.9004 3.2877 0.6385
H -3.4639 -1.1125 5.2339
C 5.2405 -0.8547 -3.1029
C 3.4083 -3.3795 2.4350
H 0.6093 -4.1083 -5.2931
S 2.5903 1.1142 -0.8038
H -5.7839 -1.7077 3.3346
H -2.9537 -3.3639 -0.1401
C 1.7167 -4.5690 0.5626
C -4.0358 -0.9123 4.3330
H -5.6137 -4.4264 0.8867
P 1.2342 0.8774 2.1629
H 5.7515 1.6239 3.8471
P -3.0717 -1.5215 1.7866
H -2.9982 5.6095 -2.6225
H -4.2625 0.5092 1.4716
H 3.4578 -3.5615 -2.1214
H 4.0701 -2.9200 3.1591
H -2.3421 4.9512 -0.4150
H 3.3432 1.2040 4.0474
H -4.9973 0.7569 -3.7737
C 3.1090 -4.7336 2.5228
H 5.4597 1.4336 -0.4177
C 2.0160 -3.2103 0.4743
H 5.4548 -2.9713 -3.4252
C 1.2173 3.6625 2.4326
C -0.6627 2.0519 -2.1601
C -4.5237 0.5194 4.3598
C -1.3197 2.9498 -2.9547
H -6.6935 0.2176 -0.5338
H -6.6561 0.6154 -2.2617
O -4.2539 1.4675 -1.0302
H -5.7873 -1.8577 5.0975
H -3.1908 -2.4386 -4.4033
C -2.8422 -5.0970 1.1251
C -5.1594 -1.9181 4.2088
H -5.1949 0.7289 3.5223
H 6.8183 1.7312 1.6113
O -1.6809 -1.5018 1.2316
Tl -0.1259 -0.1775 0.1165
H 2.2327 3.6641 2.0512
C 0.7123 -1.4891 3.5233
H 1.1482 1.5480 4.9980
H 2.0476 -6.3827 1.6478
C -1.8772 4.1249 -0.9417
C 0.5532 -3.0968 -2.0631
C 3.7505 -2.5212 -2.2149
O -3.7043 -2.9459 1.7652
H -1.3536 2.8585 -4.0328
C -4.3517 -1.2129 -3.1054
C -5.7984 2.7328 0.3563
H -4.7752 -2.9334 4.1272
H 1.0873 -5.0495 -0.1731
C -3.2451 -2.2025 -3.3390
C 0.9194 -3.1381 -3.4084
O -2.2440 0.0659 -0.9622
C -1.3936 3.6576 3.4193
H -3.2491 0.6005 -3.5074
H -1.3545 1.5320 3.1011
C -0.6759 4.8504 3.3282
H -5.3501 -3.2815 -0.4484
C 5.7554 1.5426 1.6997
H 4.7724 1.1859 -2.5869
H -6.6321 3.4325 0.2899
H -6.0361 2.0085 1.1418
C 2.9801 -1.5221 -1.6052
C -4.2119 -0.4249 0.9061
H 0.4687 -2.2664 6.8083
H -1.8330 -4.8409 1.4586
C -0.8064 2.4683 3.0258
Br 0.1542 0.5608 -2.9810
O -2.6232 4.8670 -3.1112
H -5.3012 -1.6591 -3.3843
C 0.6030 -1.6655 5.9169
H -1.1277 5.7766 3.6617
C 3.0151 1.0914 1.9174
C 0.9944 0.4799 4.8994
C 3.6286 1.1403 0.6634
C 2.2685 -5.3248 1.5889
H -1.8904 -5.4426 -2.0807
H -0.8247 -3.8026 -0.5652
*
```

Values from the calculation:
HOMO energy (Ha): -0.5733
Max |F| (eV/Å): 0.79